89
Properties=species:S:1:pos:R:3:forces:R:3:mulliken_charge:R:1 method="wB97M-V/def2-TZVPD" e_tot_ev=-129391.37676 homo_lumo_gap_ev=10.9 homo_energy_ev=-11.08 relative_energy_ev=5.824 smiles="CCOC(=O)C(F)(F)F.CCOC(=O)C(F)(F)F.CCOC(=O)C(F)(F)F.CCOC(=O)C(F)(F)F.O=S1(=O)OCCO1.O=S1(=O)OCCO1.O=S1(=O)OCCO1"
C -7.66509 6.37656 0.74074 0.5531 -0.0049 0.6851 -1.026
C -7.43666 6.39790 2.27402 -2.3842 -0.8160 -0.1132 -0.336
O -6.17633 6.55532 2.83708 2.2735 0.1980 -0.5066 -0.268
C -5.24463 5.61489 2.62940 -0.3502 -0.7514 0.3296 0.405
O -5.33824 4.56774 2.02715 -0.0347 1.5431 0.6363 -0.536
C -3.93971 6.02901 3.39808 -0.8869 -1.0360 0.4646 0.823
F -3.51944 5.13063 4.26857 -0.2248 -1.6569 0.5049 -0.260
F -2.97317 6.10423 2.51166 0.6824 1.2758 -0.7555 -0.235
F -4.13924 7.09120 4.16097 0.2825 1.3363 -0.7538 -0.235
H -7.30873 5.49014 0.21598 -0.0074 -0.1044 0.3517 0.301
H -7.19382 7.23063 0.25433 -0.0410 0.1558 0.1518 0.311
H -8.74350 6.46208 0.60726 0.0318 -0.0298 -0.0903 0.347
H -7.82812 5.53473 2.81235 -0.3339 -0.6239 -0.7275 0.360
H -8.06801 7.17385 2.70694 0.4342 0.4984 -0.1793 0.349
C -0.22295 -6.26209 1.94103 1.2152 -0.4214 -0.9708 -1.127
C 0.66232 -7.56413 1.78790 -2.0274 1.4079 1.1222 -0.237
O 2.05453 -7.29250 1.92770 1.4353 0.2205 0.0166 -0.286
C 2.76538 -7.66199 3.00691 -1.5595 -0.9886 0.6440 0.411
O 2.33091 -8.27332 3.95443 0.4095 0.6755 -0.8082 -0.511
C 4.28991 -7.34152 2.99868 -0.7163 2.9797 0.1973 0.828
F 4.58653 -6.52128 4.07831 -0.5062 -0.9639 -1.0062 -0.264
F 4.95188 -8.43965 3.13933 0.8615 -0.9476 -0.2301 -0.214
F 4.68795 -6.63322 1.90798 -0.2114 -0.9694 0.5871 -0.234
H -1.16999 -6.50477 1.45904 -0.3531 -0.0409 0.7036 0.354
H 0.11338 -5.39594 1.37115 0.4978 -0.1435 -0.1518 0.311
H -0.25352 -5.93473 2.98027 -0.4556 -0.2853 -0.0525 0.314
H 0.43684 -8.05780 0.84260 0.6250 0.1102 -0.0166 0.369
H 0.23639 -8.15180 2.60111 0.7829 -0.6127 -0.0324 0.287
C -3.88329 1.32483 -2.86966 -1.2904 -0.9004 -1.0200 -1.197
C -3.06464 0.15340 -2.28690 2.1105 3.1339 0.6598 -0.199
O -3.28268 -1.09406 -2.83665 -0.0749 -3.5939 -1.7528 -0.277
C -2.26736 -1.92365 -3.33801 2.4799 2.9249 -0.1420 0.511
O -1.07434 -1.62747 -3.33323 -2.9548 -0.9480 0.3370 -0.519
C -2.74004 -3.17819 -4.17814 -0.9307 0.8057 -0.2749 0.786
F -2.61741 -4.31402 -3.50470 -0.4224 0.1060 0.5796 -0.231
F -3.98631 -2.92264 -4.56990 -1.0655 -0.4479 0.7507 -0.237
F -2.12526 -3.38020 -5.33275 1.4460 0.5858 0.0419 -0.245
H -3.80714 1.37064 -3.95603 0.2596 -0.3382 -0.1662 0.338
H -3.66203 2.35330 -2.58429 0.5890 -0.4097 0.7596 0.361
H -4.95183 1.18834 -2.70327 -0.0958 -0.0529 0.2205 0.297
H -3.14156 0.15380 -1.19962 -0.3704 -0.4797 0.0181 0.310
H -2.03625 0.46827 -2.46402 0.3374 -0.3769 0.0004 0.302
C 1.80723 5.19304 -3.35270 0.5950 -1.5816 0.0562 -1.016
C 2.78349 4.06804 -3.85411 -0.6960 1.4895 1.2953 -0.284
O 2.57632 3.87445 -5.24896 3.0225 -0.3195 -2.6233 -0.269
C 3.76129 3.78397 -6.02677 1.2344 -0.0649 2.5307 0.477
O 4.89771 3.82023 -5.57830 -2.5275 0.0594 -0.5793 -0.506
C 3.64087 3.58905 -7.55866 0.4684 0.7612 -0.9825 0.780
F 3.51188 4.76426 -8.19840 0.4060 0.5400 0.5296 -0.255
F 4.74852 2.99828 -8.07351 -0.7284 0.2893 0.8883 -0.233
F 2.60013 2.90778 -7.92607 -1.2400 -1.4262 0.0988 -0.232
H 2.34122 5.59085 -2.48975 -0.7155 0.0361 0.3899 0.323
H 0.89256 4.64354 -3.13009 -0.2227 0.6917 0.4463 0.249
H 1.58207 6.03846 -4.00284 0.3471 -0.3854 -0.4085 0.330
H 2.61235 3.13128 -3.32375 -0.5173 -0.0997 -0.2327 0.353
H 3.75340 4.36050 -3.45181 0.5655 -0.0087 -1.3867 0.283
C -4.89355 -0.50218 4.38599 0.0622 3.0373 -0.7063 -0.342
C -5.12371 -1.92211 3.97020 0.8716 -0.5627 0.4139 -0.087
O -4.29668 -2.63973 4.87719 1.4735 -0.1377 1.0039 -0.352
S -3.30459 -1.71473 5.85006 0.7874 -1.3789 1.2416 1.058
O -1.91183 -1.67465 5.39872 -3.0144 0.2401 0.0092 -0.481
O -3.51278 -2.18715 7.20723 -0.0048 0.9559 -2.0634 -0.548
O -4.10969 -0.33102 5.58882 0.2297 -2.1280 0.3748 -0.283
H -5.81269 0.06642 4.52726 0.0692 -0.0946 0.1159 0.283
H -4.25991 0.04940 3.69146 -0.4740 -0.1898 -0.6601 0.282
H -4.76961 -2.10128 2.95501 -0.0289 0.0702 -0.0211 0.211
H -6.14289 -2.29983 4.05215 0.0419 0.1951 0.2812 0.259
C 5.62160 -1.46554 -2.72494 -2.2523 1.7052 -0.2038 -0.277
C 6.64936 -0.34897 -3.07151 0.0786 -1.4856 0.7136 -0.150
O 7.83297 -0.87025 -2.41077 0.9947 -0.6362 -0.3764 -0.349
S 7.82454 -2.49056 -2.14459 0.4552 -0.7115 -1.4630 1.099
O 8.54575 -2.76986 -0.88439 -2.2182 0.7266 -3.3596 -0.496
O 8.15291 -3.22229 -3.42493 -1.0808 2.2447 4.1969 -0.530
O 6.13999 -2.46642 -1.93842 3.5832 -1.5565 0.9835 -0.310
H 5.09312 -1.94176 -3.55078 0.2456 0.4331 -0.3642 0.318
H 4.90161 -0.97368 -2.07088 -0.4834 -0.1270 -0.2335 0.198
H 6.45775 0.60766 -2.58548 -0.1318 -0.2442 0.0823 0.249
H 6.68631 -0.17766 -4.14733 0.7832 -0.3202 0.0291 0.247
C 4.38379 -0.10885 2.66756 -2.0474 0.2484 0.7612 -0.348
C 3.41266 -1.26579 2.57339 0.5955 -1.8084 -1.1305 -0.197
O 2.14461 -0.76414 2.27728 -2.6727 1.6379 0.3679 -0.267
S 2.03450 0.89321 2.49685 1.5676 -1.8820 -0.6980 1.035
O 2.00360 1.24488 3.90379 -0.1094 -0.4370 -2.1159 -0.502
O 1.09715 1.44792 1.52962 2.1357 -1.0816 1.8461 -0.475
O 3.61475 0.90611 1.94868 -0.2390 1.8491 0.6122 -0.348
H 5.31640 -0.30670 2.13920 -0.1403 0.4333 0.3517 0.332
H 4.39362 0.07880 3.74125 1.0045 0.9568 -0.1597 0.286
H 3.29746 -1.97737 3.39100 0.4945 0.4291 0.3696 0.292
H 3.76973 -1.83215 1.71324 -0.5778 -0.3748 -0.2327 0.191